{"formula": "C29H64F3N20O12PS", "method": "ωB97M-V with the def2-TZVPD basis set", "smiles": "CCOP(=O)(CC[C@H](N=C=S)O[C@H](c1ccccn1)[C@H](CCC(F)(F)F)NN=C(C)C)OCC.NC(N)=O.NC(N)=O.NC(N)=O.NC(N)=O.NC(N)=O.NC(N)=O.NC(N)=O.NC(N)=O", "total_energy_ev": -113770.088, "max_force_ha_per_bohr": 0.019, "elements": ["C", "C", "O", "P", "O", "C", "C", "C", "N", "C", "S", "O", "C", "C", "C", "C", "C", "C", "N", "C", "C", "C", "C", "F", "F", "F", "N", "N", "C", "C", "C", "O", "C", "C", "H", "H", "H", "H", "H", "H", "H", "H", "H", "H", "H", "H", "H", "H", "H", "H", "H", "H", "H", "H", "H", "H", "H", "H", "H", "H", "H", "H", "H", "H", "H", "H", "N", "C", "N", "O", "H", "H", "H", "H", "N", "C", "N", "O", "H", "H", "H", "H", "N", "C", "N", "O", "H", "H", "H", "H", "N", "C", "N", "O", "H", "H", "H", "H", "N", "C", "N", "O", "H", "H", "H", "H", "N", "C", "N", "O", "H", "H", "H", "H", "N", "C", "N", "O", "H", "H", "H", "H", "N", "C", "N", "O", "H", "H", "H", "H"], "xyz": [[5.624494, 1.962434, 2.036931], [5.231612, 1.701490, 0.596558], [3.800473, 1.476859, 0.565953], [3.165497, 1.223859, -0.885138], [4.108573, 1.516498, -1.980300], [1.674858, 2.217356, -0.892138], [0.877311, 2.064971, 0.406733], [-0.404219, 2.877564, 0.364202], [-1.016571, 2.886526, 1.750804], [-1.254531, 3.949788, 2.262305], [-1.579278, 5.344538, 2.911108], [-1.331874, 2.538861, -0.596439], [-1.769210, 1.164136, -0.662829], [-1.155185, 0.581478, -1.917671], [-0.336613, -0.531152, -1.842344], [0.256400, -1.009500, -2.997722], [-0.008512, -0.346611, -4.181913], [-0.871661, 0.737345, -4.157587], [-1.444813, 1.210997, -3.057729], [-3.324231, 1.128140, -0.738728], [-3.962823, 0.989520, 0.658025], [-4.313617, 2.340278, 1.301482], [-4.368956, 2.303128, 2.805614], [-3.355909, 1.629595, 3.374708], [-5.503944, 1.707613, 3.234169], [-4.356164, 3.540744, 3.335896], [-3.818674, 0.016055, -1.533655], [-3.378212, -1.200286, -0.922545], [-4.213762, -2.161175, -0.965641], [-4.002660, -3.290196, 0.000216], [-5.351624, -2.242297, -1.941817], [2.621025, -0.270691, -0.827836], [3.637921, -1.293852, -0.950509], [4.010019, -1.895259, 0.408662], [5.270893, 2.945074, 2.353211], [5.119733, 1.234108, 2.673231], [6.701969, 1.882739, 2.165706], [5.456528, 2.564408, -0.024842], [5.740141, 0.814275, 0.218810], [1.095498, 1.908523, -1.762956], [2.049170, 3.235138, -1.026744], [0.692357, 1.007001, 0.605640], [1.468164, 2.433294, 1.246775], [-0.120953, 3.909692, 0.137707], [-1.463417, 0.591102, 0.211544], [-0.164695, -1.008298, -0.887513], [0.928091, -1.857398, -2.979931], [0.440711, -0.657044, -5.115262], [-1.109026, 1.247431, -5.084840], [-3.699692, 2.064139, -1.155456], [-3.338005, 0.409273, 1.335833], [-4.888551, 0.425655, 0.544341], [-5.320481, 2.624019, 0.986703], [-3.652847, 3.141418, 0.972536], [-3.534621, 0.095479, -2.502902], [-4.613716, -3.109848, 0.884636], [-2.954770, -3.294222, 0.306169], [-4.242433, -4.257604, -0.436878], [-5.609029, -3.279167, -2.133363], [-5.015183, -1.826549, -2.894075], [-6.230625, -1.712781, -1.583006], [3.210485, -2.062250, -1.595866], [4.514098, -0.918315, -1.478823], [5.081353, -1.821150, 0.568938], [3.476850, -1.340008, 1.180795], [3.680729, -2.931683, 0.479585], [-8.738989, -1.890840, 1.104048], [-8.314778, -3.094768, 0.602603], [-9.150819, -4.141907, 0.829669], [-7.258784, -3.203640, -0.003803], [-9.598694, -1.776499, 1.605656], [-8.145778, -1.096640, 0.957687], [-8.867624, -5.036136, 0.476661], [-10.023046, -4.082613, 1.325913], [1.670861, 6.748607, 3.449646], [2.147542, 7.873927, 4.068677], [1.192898, 8.735893, 4.529036], [3.341583, 8.089546, 4.186294], [0.693679, 6.538499, 3.334296], [2.352801, 6.097857, 3.103435], [1.510584, 9.572174, 4.981771], [0.208689, 8.570147, 4.438668], [8.430566, -2.543432, 3.219572], [8.022844, -2.015429, 2.019247], [9.005528, -1.826873, 1.098553], [6.852315, -1.744135, 1.806114], [9.383915, -2.775236, 3.431771], [7.724227, -2.681560, 3.918581], [8.737863, -1.449034, 0.208054], [9.966698, -2.061472, 1.260279], [8.645245, -7.743182, 1.987297], [8.908344, -6.412001, 2.164327], [7.884842, -5.667332, 2.676979], [9.988540, -5.918551, 1.885129], [7.765464, -8.167386, 2.209107], [9.382161, -8.309509, 1.611938], [8.075205, -4.687395, 2.801579], [6.987278, -6.039641, 2.920372], [-5.756961, -4.871202, -6.472392], [-6.039009, -4.019195, -5.437251], [-6.269172, -2.718119, -5.796911], [-6.081542, -4.387559, -4.279418], [-5.716302, -4.584777, -7.431272], [-5.582310, -5.830142, -6.239150], [-6.477886, -2.072132, -5.058411], [-6.238548, -2.389078, -6.742442], [9.346999, 3.474072, -2.790139], [8.276084, 2.616699, -2.737175], [7.187112, 3.092853, -2.064703], [8.307478, 1.513139, -3.251514], [9.345459, 4.387535, -2.379018], [10.162639, 3.156654, -3.277806], [6.375490, 2.494666, -2.022616], [7.156564, 3.998949, -1.637721], [-11.668358, -7.704839, 2.265952], [-11.911185, -6.559214, 1.565870], [-12.664440, -6.703277, 0.437190], [-11.479760, -5.475232, 1.927111], [-12.010403, -8.605198, 1.990310], [-11.116445, -7.624477, 3.099280], [-12.855419, -5.875924, -0.096138], [-13.026999, -7.582454, 0.122123], [3.851182, 7.829616, 1.095062], [3.811970, 7.389979, -0.194810], [2.583675, 6.936442, -0.613197], [4.784752, 7.390603, -0.927886], [3.059182, 7.827859, 1.708712], [4.727789, 8.167893, 1.444778], [2.514064, 6.605758, -1.557068], [1.769242, 6.933499, -0.028994]], "forces_ev_per_a": [[-0.6, -0.1, 0.0], [0.2, 0.1, 0.6], [0.1, 0.1, -0.3], [0.1, 0.2, -0.1], [0.0, 0.0, 0.1], [0.2, -0.4, 0.4], [0.1, -0.1, -0.1], [0.4, 0.0, 0.0], [0.0, 0.6, -0.3], [0.1, -0.5, 0.0], [-0.1, 0.0, 0.1], [-0.3, -0.1, 0.5], [-0.3, 0.2, -0.6], [0.0, 0.0, 0.4], [0.1, -0.2, 0.0], [0.0, 0.1, -0.1], [0.1, -0.1, -0.1], [0.0, 0.1, -0.3], [0.1, -0.1, 0.0], [0.0, -0.4, 0.6], [-0.1, 0.3, 0.3], [-0.2, -0.1, -0.3], [-0.1, -0.1, 0.0], [0.1, 0.0, 0.0], [-0.1, 0.0, 0.0], [-0.1, 0.1, 0.0], [-0.5, 0.1, -0.5], [-0.1, 0.3, 0.9], [0.0, -0.2, -0.4], [0.7, 0.0, -0.3], [0.3, 0.0, -0.2], [0.3, 0.2, -0.2], [0.0, -0.9, 0.0], [-0.3, 0.3, -0.3], [0.2, 0.1, 0.0], [0.2, -0.1, 0.0], [0.0, 0.1, 0.0], [0.1, -0.1, -0.1], [0.0, 0.1, -0.1], [0.0, 0.2, -0.1], [-0.2, 0.1, -0.1], [-0.2, 0.1, 0.0], [0.0, 0.0, 0.0], [-0.2, 0.0, -0.1], [0.2, 0.1, 0.0], [0.0, 0.0, 0.0], [0.0, 0.0, 0.1], [0.0, 0.0, 0.0], [0.0, 0.1, 0.0], [0.2, -0.1, -0.4], [0.1, 0.0, -0.1], [0.1, -0.1, 0.0], [0.1, 0.2, 0.0], [0.2, -0.1, 0.2], [0.2, -0.1, 0.0], [-0.2, -0.1, -0.1], [0.0, 0.0, 0.1], [-0.2, 0.0, 0.1], [-0.2, 0.0, 0.2], [-0.1, 0.2, 0.0], [0.0, 0.0, 0.0], [-0.1, 0.1, 0.0], [-0.1, 0.3, 0.0], [-0.1, -0.1, 0.2], [0.2, 0.0, 0.1], [0.1, 0.0, 0.0], [0.0, 0.0, 0.0], [0.0, 0.0, 0.0], [0.0, 0.1, -0.1], [-0.1, 0.0, 0.2], [0.0, 0.0, 0.0], [0.0, 0.0, 0.0], [0.0, 0.0, 0.0], [0.0, -0.1, 0.0], [0.0, 0.1, -0.2], [-0.1, -0.1, 0.1], [0.0, 0.0, 0.0], [0.0, 0.1, -0.1], [0.0, -0.1, 0.1], [0.0, -0.1, 0.1], [0.0, 0.0, 0.0], [0.0, 0.0, 0.0], [0.0, -0.2, 0.0], [0.1, 0.0, 0.0], [0.0, 0.1, 0.0], [0.1, 0.0, 0.1], [0.0, 0.0, 0.0], [0.0, 0.2, 0.1], [0.0, 0.0, 0.0], [0.0, -0.1, 0.0], [0.0, 0.0, 0.0], [0.0, 0.0, 0.0], [0.1, 0.0, 0.0], [0.0, 0.0, 0.0], [0.0, 0.0, 0.0], [0.0, 0.0, 0.0], [-0.1, 0.0, 0.0], [0.0, 0.0, 0.0], [0.0, 0.0, 0.0], [0.0, 0.1, 0.0], [0.0, 0.0, 0.0], [0.0, -0.1, -0.1], [0.0, 0.0, 0.0], [0.0, 0.0, 0.0], [0.0, 0.0, 0.0], [0.0, 0.0, 0.0], [0.0, 0.0, 0.0], [0.0, 0.2, 0.1], [0.0, -0.3, 0.0], [0.0, -0.1, 0.0], [0.0, 0.0, 0.0], [0.0, 0.0, 0.0], [-0.1, 0.1, -0.1], [0.0, 0.1, -0.1], [0.0, 0.0, 0.0], [0.0, 0.0, 0.0], [0.0, 0.0, 0.0], [0.0, 0.0, 0.0], [0.0, 0.0, 0.0], [0.0, 0.0, 0.0], [0.0, 0.0, 0.0], [0.0, 0.0, 0.0], [0.1, 0.0, -0.1], [-0.1, 0.0, 0.1], [0.0, -0.1, 0.0], [0.0, 0.0, 0.0], [0.0, 0.0, 0.0], [0.0, 0.0, 0.1], [0.0, 0.0, 0.0], [0.0, 0.1, 0.0]], "lowdin_charge": [-0.062, -0.263, -0.210, 0.488, -0.254, -0.173, -0.155, -0.347, 0.137, -0.758, 0.760, -0.030, -0.204, -0.272, -0.031, -0.052, -0.060, -0.134, 0.133, -0.261, -0.122, -0.071, -0.634, 0.125, 0.123, 0.101, -0.037, 0.072, -0.366, -0.038, -0.052, -0.220, -0.240, -0.057, 0.074, 0.079, 0.079, 0.092, 0.114, 0.096, 0.107, 0.115, 0.121, 0.151, 0.140, 0.120, 0.107, 0.102, 0.104, 0.152, 0.113, 0.117, 0.134, 0.112, 0.106, 0.078, 0.071, 0.077, 0.055, 0.064, 0.072, 0.107, 0.109, 0.035, 0.081, 0.072, 0.150, -0.659, 0.161, 0.018, 0.091, 0.096, 0.103, 0.058, 0.145, -0.693, 0.157, 0.021, -0.004, 0.103, 0.104, 0.092, 0.137, -0.668, 0.172, 0.016, 0.103, 0.107, 0.110, 0.101, 0.145, -0.686, 0.156, 0.013, 0.090, 0.101, 0.054, 0.094, 0.145, -0.677, 0.151, 0.031, 0.088, 0.100, 0.096, 0.090, 0.138, -0.686, 0.161, 0.019, 0.088, 0.096, 0.068, 0.095, 0.154, -0.668, 0.155, 0.007, 0.094, 0.106, 0.106, 0.094, 0.165, -0.688, 0.144, 0.017, 0.049, 0.107, 0.097, 0.080]}